Computed, not measured: a gas-phase ion, C4HFNO2S (charge -1) in a non-equilibrium geometry, with ωB97M-V with the def2-TZVPD basis set.

```
! RIJCOSX wB97M-V def2-TZVPD def2/J DEFGRID3
* xyz -1 3
C 1.845 -0.038 0.056
C -0.363 -0.270 0.197
C -0.058 1.370 -0.161
C -1.650 -1.065 -0.039
N 0.842 -0.808 0.336
O -2.142 -0.839 -1.145
O -1.870 -1.708 1.025
F -1.072 2.275 -0.220
S 1.588 1.588 -0.305
H 2.881 -0.505 0.256
*
```

DFT total energy: -23298.9576 eV
maximum force: 5.02 eV Å⁻¹
Kohn-Sham gap (alpha / beta): 5.133 / 6.935 eV

---

Computed, not measured: a molecular structure, C4HLiO4V in a non-equilibrium geometry, with ωB97M-V with the def2-TZVPD basis set.

```
! RIJCOSX wB97M-V def2-TZVPD def2/J DEFGRID3
* xyz 1 5
O -0.591 3.507 -0.287
C -0.600 4.591 -0.610
C -0.700 -0.993 -0.336
C -1.713 -0.952 0.328
H -2.708 -0.893 0.738
Li -0.715 1.469 0.247
O 2.533 -0.792 0.275
C 1.484 -0.318 -0.175
O 1.101 0.849 0.097
O 0.556 -1.217 -0.636
V 3.171 1.203 0.591
*
```

DFT total energy: -38237.2803 eV
maximum force: 3.30 eV Å⁻¹
Kohn-Sham gap (alpha / beta): 7.176 / 10.575 eV
ΔE to the lowest compared entry with this formula, charge and spin: 0.0 kcal per mole

---

Computed, not measured: a molecular structure, C4HNO in a non-equilibrium geometry, with ωB97M-V with the def2-TZVPD basis set.

```
! RIJCOSX wB97M-V def2-TZVPD def2/J DEFGRID3
* xyz 0 1
O 1.446 -1.157 0.884
C 0.992 -0.772 -0.158
C -0.180 0.159 -0.302
C -0.806 0.713 -1.317
C -1.048 0.789 0.669
N -1.802 1.338 1.362
H 1.399 -1.070 -1.139
*
```

DFT total energy: -7696.3953 eV
maximum force: 1.15 eV Å⁻¹
Kohn-Sham gap: 9.504 eV
ΔE to the lowest compared entry with this formula, charge and spin: 50.1 kcal per mole

---

Computed, not measured: a single C4HNO4 molecule in a non-equilibrium geometry, with ωB97M-V with the def2-TZVPD basis set.

```
! RIJCOSX wB97M-V def2-TZVPD def2/J DEFGRID3
* xyz 0 1
C 0.538 -0.718 0.999
C -0.287 0.982 0.009
C -0.431 -0.105 -1.741
C 0.285 -0.209 -0.309
H 1.842 -1.544 1.969
N -0.001 1.388 1.223
O 1.210 -1.739 1.287
O 0.311 0.232 1.912
O -0.718 1.388 -1.190
O -1.113 -0.864 -2.544
*
```

DFT total energy: -13837.8278 eV
maximum force: 9.28 eV Å⁻¹
Kohn-Sham gap: 8.897 eV
SMILES: O=C1Oc2noc(O)c21
ΔE to the lowest compared entry with this formula, charge and spin: 98.0 kcal per mole

---

Computed, not measured: a molecular structure, C4N2O4S in a non-equilibrium geometry, with ωB97M-V with the def2-TZVPD basis set.

```
! RIJCOSX wB97M-V def2-TZVPD def2/J DEFGRID3
* xyz -2 1
C -0.342 1.201 1.035
C 1.363 0.691 -0.357
C -0.791 -0.001 -1.526
C 0.156 0.266 0.126
N -0.565 2.007 1.852
N 2.348 1.082 -0.764
O -0.860 -1.197 -1.786
O 1.137 -1.551 1.601
O -1.148 1.059 -2.025
O -1.304 -1.897 1.209
S 0.006 -1.661 0.636
*
```

DFT total energy: -26152.3733 eV
maximum force: 3.99 eV Å⁻¹
Kohn-Sham gap: 6.364 eV
ΔE to the lowest compared entry with this formula, charge and spin: 5.4 kcal per mole

---

Computed, not measured: 10 unconnected molecules or ions with the total composition C50H110F15N5O20 in a non-equilibrium geometry, with ωB97M-V with the def2-TZVPD basis set.

```
! RIJCOSX wB97M-V def2-TZVPD def2/J DEFGRID3
* xyz 0 1
C -2.433 -0.473 -0.054
O -1.133 -0.780 -0.590
O -3.142 -1.631 -0.357
C -2.392 0.293 1.359
F -1.809 -0.332 2.364
F -1.817 1.451 1.206
F -3.682 0.519 1.801
C -0.229 0.299 -0.987
C 1.193 -0.241 -1.325
H 1.798 0.665 -1.297
H 1.515 -0.947 -0.560
H 1.231 -0.660 -2.330
H -0.147 0.987 -0.145
H -0.593 0.853 -1.853
H -2.723 0.357 -0.699
C 7.086 1.990 1.249
O 6.405 1.546 0.013
O 6.543 1.167 2.235
C 8.608 2.093 1.014
F 9.228 0.891 0.740
F 8.924 3.057 0.107
F 9.237 2.459 2.160
C 6.328 2.426 -1.112
C 5.217 1.898 -2.047
H 5.405 0.883 -2.398
H 4.283 1.854 -1.488
H 5.058 2.543 -2.910
H 7.276 2.436 -1.649
H 6.201 3.483 -0.878
H 6.662 2.964 1.493
C -4.378 3.755 -4.463
O -3.133 3.630 -3.943
O -4.445 4.826 -5.356
C -4.790 2.350 -4.978
F -4.868 1.492 -3.926
F -6.019 2.315 -5.635
F -3.910 1.751 -5.810
C -2.741 4.522 -2.886
C -1.500 3.879 -2.172
H -1.152 4.479 -1.330
H -1.686 2.871 -1.800
H -0.652 3.723 -2.838
H -3.489 4.699 -2.114
H -2.486 5.528 -3.219
H -4.945 4.134 -3.613
C 6.060 -2.108 -5.491
O 4.779 -1.667 -5.059
O 6.902 -0.975 -5.635
C 6.449 -3.332 -4.497
F 5.395 -4.087 -4.216
F 7.447 -4.089 -4.948
F 6.773 -2.859 -3.247
C 3.667 -2.084 -5.850
C 2.410 -1.510 -5.242
H 2.489 -0.428 -5.131
H 1.508 -1.746 -5.808
H 2.271 -2.002 -4.280
H 3.446 -3.151 -5.833
H 3.707 -1.723 -6.878
H 5.995 -2.569 -6.477
C -9.436 1.915 -1.455
O -8.904 1.561 -0.159
O -10.808 1.614 -1.315
C -8.948 3.390 -1.868
F -9.059 4.261 -0.784
F -7.639 3.385 -2.154
F -9.655 3.940 -2.912
C -7.525 1.105 -0.038
C -7.060 1.285 1.436
H -7.383 2.220 1.895
H -7.311 0.355 1.946
H -5.976 1.400 1.433
H -6.805 1.625 -0.669
H -7.419 0.104 -0.457
H -9.029 1.235 -2.203
C 0.737 7.526 6.911
O 0.553 6.346 7.743
C 1.045 5.129 7.208
C 0.296 4.569 6.037
N -1.231 4.318 6.251
H -1.452 4.065 7.203
H -1.763 5.162 6.096
C -1.996 3.312 5.440
C -2.013 3.459 3.895
O -0.732 3.560 3.410
C -0.630 4.379 2.267
H 0.097 7.564 6.030
H 1.729 7.559 6.460
H 0.552 8.480 7.405
H 1.082 4.407 8.023
H 2.116 5.213 7.025
H 0.571 3.525 5.888
H 0.419 5.083 5.084
H -2.977 3.249 5.911
H -1.438 2.402 5.660
H -2.669 4.283 3.613
H -2.592 2.614 3.522
H -0.817 5.424 2.512
H -1.322 4.091 1.474
H 0.436 4.410 2.042
C -3.013 -3.726 4.182
O -1.903 -3.952 3.393
C -2.239 -4.179 2.056
C -1.001 -4.126 1.181
N -1.302 -3.944 -0.319
H -1.971 -4.689 -0.452
H -1.731 -3.033 -0.395
C -0.194 -4.257 -1.378
C -0.776 -3.916 -2.832
O -1.185 -2.573 -2.836
C -1.315 -1.895 -4.069
H -2.675 -3.306 5.129
H -3.565 -4.662 4.265
H -3.669 -2.938 3.810
H -3.025 -3.489 1.749
H -2.588 -5.204 1.936
H -0.308 -4.958 1.300
H -0.504 -3.189 1.431
H 0.049 -5.287 -1.117
H 0.776 -3.871 -1.065
H -1.468 -4.671 -3.206
H 0.114 -4.035 -3.450
H -1.524 -0.828 -4.001
H -2.151 -2.265 -4.662
H -0.430 -2.167 -4.645
C -7.225 -0.757 -3.953
O -6.643 -1.868 -3.099
C -5.266 -2.162 -3.190
C -4.889 -3.536 -2.579
N -5.133 -3.632 -1.070
H -4.711 -4.449 -0.652
H -4.707 -2.796 -0.696
C -6.611 -3.708 -0.581
C -6.581 -4.216 0.817
O -5.769 -3.544 1.768
C -5.903 -2.136 1.859
H -6.646 0.137 -3.719
H -8.288 -0.520 -3.912
H -6.877 -1.054 -4.942
H -4.621 -1.396 -2.759
H -4.937 -2.116 -4.229
H -3.824 -3.699 -2.745
H -5.330 -4.403 -3.072
H -7.172 -4.423 -1.183
H -7.050 -2.720 -0.722
H -6.535 -5.305 0.853
H -7.590 -4.095 1.211
H -6.937 -1.836 2.029
H -5.608 -1.736 0.890
H -5.116 -1.726 2.491
C 3.835 -2.023 -1.804
O 4.563 -2.311 -0.642
C 5.722 -1.564 -0.531
C 6.831 -2.112 0.473
N 6.349 -3.356 1.278
H 7.049 -3.646 1.945
H 5.493 -3.048 1.719
C 6.052 -4.700 0.538
C 7.323 -5.202 -0.140
O 7.939 -4.346 -1.116
C 9.096 -4.872 -1.771
H 3.812 -0.951 -1.999
H 2.835 -2.451 -1.734
H 4.275 -2.475 -2.694
H 5.306 -0.688 -0.034
H 6.133 -1.155 -1.454
H 7.146 -1.395 1.231
H 7.786 -2.378 0.019
H 5.315 -4.560 -0.253
H 5.664 -5.347 1.325
H 7.063 -6.214 -0.452
H 8.043 -5.213 0.678
H 9.217 -4.569 -2.811
H 8.883 -5.937 -1.677
H 9.942 -4.554 -1.161
C 2.374 3.841 -0.271
O 2.508 2.900 0.797
C 3.144 3.482 1.870
C 2.977 2.646 3.159
N 3.556 1.191 2.971
H 4.511 1.186 2.644
H 3.660 0.818 3.904
C 2.770 0.153 2.160
C 1.302 0.103 2.567
O 1.262 0.048 4.008
C -0.055 0.058 4.571
H 1.836 3.421 -1.121
H 3.387 4.205 -0.442
H 1.821 4.758 -0.065
H 2.599 4.394 2.114
H 4.186 3.767 1.723
H 1.948 2.608 3.515
H 3.477 3.175 3.970
H 3.235 -0.826 2.273
H 2.913 0.404 1.108
H 0.816 -0.798 2.194
H 0.742 0.948 2.166
H -0.578 -0.896 4.511
H -0.646 0.839 4.093
H -0.093 0.294 5.635
*
```

DFT total energy: -142771.0060 eV
maximum force: 6.23 eV Å⁻¹
Kohn-Sham gap: 2.124 eV
ΔE to the lowest compared entry with this formula, charge and spin: 284.9 kcal per mole

---

Computed, not measured: a molecular structure, C50H112F6KNO28S2 in a non-equilibrium geometry, with ωB97M-V with the def2-TZVPD basis set.

```
! RIJCOSX wB97M-V def2-TZVPD def2/J DEFGRID3
* xyz 0 1
K -1.847 -3.297 -0.359
C -4.336 0.017 -1.054
F -4.862 -1.212 -0.977
F -5.111 0.923 -1.598
F -4.058 0.310 0.223
S -2.648 0.012 -1.973
O -2.715 -0.904 -3.090
O -2.396 1.367 -2.382
N -1.731 -0.707 -0.716
S -0.523 0.321 -0.548
O 0.198 0.550 -1.799
O -0.882 1.556 0.135
C 0.724 -0.576 0.483
F 0.168 -1.013 1.630
F 1.135 -1.637 -0.184
F 1.697 0.238 0.814
C -1.478 2.401 -5.374
O -0.235 1.904 -5.814
C 0.381 1.023 -4.876
C 1.626 0.555 -5.661
O 2.577 1.633 -5.537
C 3.823 1.239 -6.068
C 4.938 2.220 -5.643
O 5.256 2.187 -4.253
C 4.180 2.387 -3.345
H -2.128 1.718 -4.820
H -2.009 2.715 -6.274
H -1.327 3.248 -4.693
H -0.211 0.128 -4.655
H 0.606 1.473 -3.911
H 1.316 0.399 -6.696
H 2.111 -0.356 -5.304
H 3.833 1.403 -7.157
H 4.049 0.190 -5.865
H 4.717 3.258 -5.908
H 5.847 1.985 -6.197
H 3.649 1.444 -3.214
H 3.515 3.160 -3.733
H 4.587 2.718 -2.391
C 3.682 6.957 0.558
O 2.536 7.506 1.121
C 1.764 8.284 0.254
C 0.948 7.543 -0.790
O 0.091 6.582 -0.246
C -0.277 5.516 -1.104
C 0.856 4.489 -1.394
O 1.416 4.103 -0.183
C 2.486 3.190 -0.414
H 4.378 7.750 0.241
H 3.543 6.414 -0.390
H 4.143 6.235 1.228
H 2.355 9.022 -0.307
H 1.095 8.855 0.899
H 1.616 7.169 -1.579
H 0.378 8.286 -1.370
H -0.839 5.858 -1.974
H -0.897 4.958 -0.396
H 1.526 5.076 -2.043
H 0.466 3.694 -2.037
H 3.213 3.787 -0.986
H 2.146 2.537 -1.228
H 2.917 2.738 0.469
C 1.175 -5.263 0.885
O 0.395 -4.123 1.251
C 0.147 -4.053 2.618
C -1.065 -4.842 3.092
O -2.232 -4.582 2.376
C -3.360 -5.248 2.927
C -4.607 -4.616 2.308
O -4.578 -4.869 0.912
C -5.693 -4.263 0.290
H 2.211 -5.023 1.146
H 1.186 -5.361 -0.199
H 0.860 -6.164 1.409
H 0.130 -3.034 3.013
H 0.905 -4.505 3.279
H -1.110 -4.752 4.189
H -0.720 -5.891 3.123
H -3.432 -5.036 3.996
H -3.323 -6.301 2.642
H -4.457 -3.549 2.515
H -5.534 -4.951 2.773
H -5.681 -4.227 -0.800
H -5.736 -3.209 0.590
H -6.672 -4.687 0.536
C -1.767 3.257 2.703
O -0.436 3.523 3.128
C -0.229 2.911 4.386
C 1.159 3.271 4.900
O 1.336 4.672 4.968
C 0.841 5.295 6.130
C 1.352 6.713 6.122
O 0.955 7.359 4.932
C 1.125 8.756 4.932
H -1.801 2.248 2.285
H -2.052 3.928 1.892
H -2.421 3.487 3.550
H -0.326 1.819 4.358
H -0.972 3.273 5.107
H 1.854 2.991 4.105
H 1.394 2.759 5.837
H 1.200 4.821 7.051
H -0.253 5.309 6.040
H 2.448 6.625 6.070
H 1.119 7.292 7.021
H 1.916 9.067 4.233
H 1.397 9.242 5.869
H 0.250 9.138 4.397
C -14.089 0.426 1.086
O -13.621 0.352 -0.230
C -13.666 -0.992 -0.675
C -13.306 -1.083 -2.159
O -11.942 -0.788 -2.264
C -11.334 -1.070 -3.518
C -9.914 -0.614 -3.726
O -9.802 0.653 -3.110
C -8.475 1.137 -3.185
H -15.100 -0.005 1.155
H -14.021 1.426 1.501
H -13.577 -0.257 1.784
H -14.666 -1.405 -0.509
H -12.937 -1.575 -0.106
H -13.891 -0.364 -2.748
H -13.562 -2.043 -2.625
H -11.887 -0.479 -4.266
H -11.564 -2.119 -3.726
H -9.767 -0.642 -4.809
H -9.277 -1.390 -3.281
H -7.659 0.668 -2.636
H -8.547 2.192 -2.909
H -8.178 1.284 -4.233
C 5.741 -2.649 10.406
O 5.927 -2.388 9.047
C 6.259 -3.548 8.282
C 6.208 -3.302 6.805
O 4.861 -3.085 6.423
C 4.617 -2.716 5.092
C 3.162 -2.372 4.827
O 2.933 -1.040 5.248
C 1.617 -0.602 4.966
H 5.505 -1.680 10.863
H 6.645 -2.976 10.927
H 4.801 -3.177 10.591
H 5.597 -4.385 8.536
H 7.259 -3.768 8.669
H 6.625 -4.066 6.149
H 6.700 -2.323 6.705
H 4.960 -3.578 4.502
H 5.214 -1.821 4.871
H 2.382 -2.977 5.297
H 3.079 -2.450 3.733
H 1.531 0.428 5.314
H 0.846 -1.234 5.409
H 1.540 -0.470 3.881
C 4.012 -2.981 -0.178
O 4.514 -2.299 -1.314
C 4.135 -0.944 -1.430
C 4.656 -0.079 -0.263
O 6.044 -0.368 -0.208
C 6.760 0.260 0.834
C 8.069 -0.451 1.198
O 8.684 -0.854 -0.007
C 9.999 -1.323 0.229
H 4.423 -2.390 0.650
H 4.486 -3.957 -0.090
H 2.929 -3.065 -0.070
H 3.053 -0.817 -1.534
H 4.532 -0.495 -2.338
H 4.077 -0.221 0.653
H 4.659 0.982 -0.538
H 6.102 0.318 1.705
H 7.059 1.284 0.584
H 7.785 -1.323 1.800
H 8.719 0.229 1.754
H 10.036 -2.222 0.850
H 10.567 -0.479 0.634
H 10.425 -1.594 -0.737
C 3.644 -3.200 -8.071
O 2.522 -3.084 -7.217
C 2.113 -4.286 -6.640
C 0.580 -4.246 -6.429
O 0.252 -3.439 -5.307
C -1.103 -3.604 -4.875
C -1.176 -4.700 -3.784
O -2.171 -4.459 -2.808
C -3.476 -4.636 -3.357
H 3.844 -2.157 -8.329
H 3.403 -3.787 -8.960
H 4.552 -3.543 -7.566
H 2.489 -4.485 -5.629
H 2.237 -5.243 -7.159
H 0.247 -5.279 -6.298
H 0.195 -3.882 -7.387
H -1.646 -3.866 -5.786
H -1.342 -2.620 -4.472
H -0.214 -4.708 -3.266
H -1.252 -5.705 -4.213
H -3.546 -5.555 -3.945
H -3.818 -3.785 -3.945
H -4.162 -4.810 -2.527
*
```

DFT total energy: -166769.1848 eV
maximum force: 3.66 eV Å⁻¹
Kohn-Sham gap: 8.229 eV